Record 1
{
  "formula": "C25H70N2O11",
  "method": "ωB97M-V with the def2-TZVPD basis set",
  "elements": ["O", "O", "O", "O", "O", "O", "O", "O", "O", "O", "O", "N", "N", "C", "C", "C", "C", "C", "C", "C", "C", "C", "C", "C", "C", "C", "C", "C", "C", "C", "C", "C", "C", "C", "C", "C", "C", "C", "H", "H", "H", "H", "H", "H", "H", "H", "H", "H", "H", "H", "H", "H", "H", "H", "H", "H", "H", "H", "H", "H", "H", "H", "H", "H", "H", "H", "H", "H", "H", "H", "H", "H", "H", "H", "H", "H", "H", "H", "H", "H", "H", "H", "H", "H", "H", "H", "H", "H", "H", "H", "H", "H", "H", "H", "H", "H", "H", "H", "H", "H", "H", "H", "H", "H", "H", "H", "H", "H"],
  "positions_angstrom": [[2.50, -4.50, 5.38], [2.42, -0.55, 7.72], [6.81, 0.80, 2.00], [-5.91, -0.57, 2.25], [-3.06, -0.51, -5.91], [2.35, -0.77, 2.30], [3.44, 4.10, 2.86], [-1.86, -4.98, 3.05], [2.77, -3.79, 1.74], [4.25, 1.20, 2.99], [0.50, -2.77, -3.93], [-3.47, 0.75, -5.38], [1.40, 0.07, 1.76], [-3.09, 1.87, -6.25], [0.06, -0.09, 2.42], [0.25, 0.23, 3.92], [2.03, 3.98, 3.01], [-0.44, -1.45, 2.07], [2.17, 0.61, 6.98], [0.46, 1.47, -0.03], [-1.53, 2.11, -6.25], [1.41, -0.74, -0.61], [-2.17, 0.37, -3.32], [-3.62, 3.31, -4.31], [-5.08, -0.70, 1.13], [-3.83, 3.16, -5.77], [-0.48, -5.32, 2.86], [-4.04, 2.12, -3.45], [2.81, -3.10, 5.40], [6.91, 1.23, 0.65], [-0.87, 1.08, 1.95], [-3.46, 1.64, -7.71], [1.52, 0.46, 0.37], [-4.61, -0.23, -3.39], [1.69, -3.42, -4.45], [-0.98, 1.19, 0.42], [2.89, 1.11, 0.21], [-3.51, 0.76, -3.88], [2.96, 1.99, 0.85], [-0.38, -6.30, 3.31], [-2.28, 0.43, -2.24], [-1.73, 1.35, 2.55], [-3.71, 2.29, -2.43], [-2.07, -5.01, 3.99], [1.77, 2.98, 3.37], [0.40, 1.45, -1.11], [3.72, 0.41, 0.35], [7.27, 2.25, 0.58], [-0.28, -5.20, 1.80], [-5.54, -1.27, 0.33], [-1.30, 0.97, -3.57], [1.56, 4.18, 2.05], [0.51, -0.72, -1.22], [-5.01, -0.03, -2.39], [-5.50, -0.17, -4.02], [-2.13, -0.40, -6.13], [-4.11, -1.20, -3.40], [2.52, 0.45, 5.96], [1.55, -1.74, -0.20], [2.55, -3.94, 0.82], [4.49, 1.24, 3.91], [-1.91, -0.66, -3.58], [-0.71, 0.19, 4.45], [-1.40, 0.32, -0.07], [-2.65, 3.64, -3.93], [3.39, -4.50, 1.95], [3.81, -2.86, 5.77], [-1.72, 1.97, 0.22], [-6.66, -0.01, 2.02], [-4.15, 4.24, -4.11], [7.44, 0.61, -0.07], [1.65, 4.77, 3.66], [3.37, -0.70, 7.81], [-1.18, 2.87, -6.95], [3.62, 0.47, 2.93], [0.74, -0.65, 4.34], [3.83, 3.23, 2.75], [2.96, 1.62, -0.75], [5.88, 1.28, 0.28], [2.75, 1.38, 7.49], [0.20, -4.65, 3.39], [-4.90, 3.20, -5.96], [-1.03, 1.23, -6.68], [2.23, -4.64, 4.47], [1.85, -3.02, -5.45], [-4.07, -1.06, 1.37], [0.48, -2.71, -2.97], [-4.50, 1.35, -7.58], [1.12, 0.88, 6.89], [-5.00, 0.28, 0.67], [2.19, -0.65, -1.35], [-1.46, -1.50, 2.43], [2.22, -2.39, 5.98], [0.81, 2.49, 0.15], [-3.47, 4.02, -6.35], [-0.31, 1.97, 2.23], [0.66, 1.21, 4.15], [1.49, -4.48, -4.51], [-5.13, 2.12, -3.42], [0.14, -2.24, 2.54], [-3.26, 2.38, -8.49], [-1.21, 2.35, -5.24], [5.91, 0.85, 2.32], [-2.96, 0.72, -7.99], [2.79, -2.74, 4.37], [2.24, -1.62, 1.86], [-0.57, -1.63, 1.00], [2.61, -3.11, -3.95]],
  "lowdin_charge": [-0.104, -0.128, -0.129, -0.113, -0.013, -0.019, -0.129, -0.127, -0.034, -0.032, -0.143, -0.086, -0.129, -0.503, -0.467, -0.027, -0.147, -0.016, -0.164, -0.136, -0.025, -0.019, -0.031, -0.211, -0.177, -0.142, -0.154, -0.130, -0.152, -0.160, -0.127, -0.041, -0.491, -0.023, -0.132, -0.160, -0.034, -0.495, 0.073, 0.083, 0.069, 0.122, 0.118, 0.074, 0.054, 0.112, 0.082, 0.074, 0.081, 0.073, 0.078, 0.066, 0.070, 0.070, 0.090, 0.073, 0.078, 0.057, 0.065, 0.041, 0.073, 0.080, 0.089, 0.088, 0.110, 0.053, 0.076, 0.111, 0.076, 0.111, 0.074, 0.077, 0.080, 0.082, 0.024, 0.070, 0.021, 0.095, 0.053, 0.083, 0.047, 0.124, 0.073, 0.035, 0.073, 0.074, 0.049, 0.090, 0.082, 0.067, 0.082, 0.092, 0.057, 0.118, 0.123, 0.099, 0.071, 0.075, 0.116, 0.077, 0.092, 0.061, 0.006, 0.070, 0.057, 0.057, 0.082, 0.072],
  "smiles": "CC1(C)CCCC(C)(C)N1O.CC1(C)CCCC(C)(C)N1O.CO.CO.CO.CO.CO.CO.CO.O.O",
  "total_charge": 0,
  "e_lumo_ev": -0.24,
  "e_above_lowest_kcal_mol": 67.3,
  "gap_ev": 7.92
}

***

Record 2
{
  "formula": "C13H18BrF10NO2S",
  "method": "ωB97M-V with the def2-TZVPD basis set",
  "elements": ["Br", "S", "F", "F", "F", "F", "F", "F", "F", "F", "F", "F", "O", "O", "N", "C", "C", "C", "C", "C", "C", "C", "C", "C", "C", "C", "C", "C", "H", "H", "H", "H", "H", "H", "H", "H", "H", "H", "H", "H", "H", "H", "H", "H", "H", "H"],
  "positions_angstrom": [[3.68, 1.52, -4.75], [-2.48, -3.38, -0.36], [-0.46, -1.64, -0.42], [-1.20, -3.86, -1.14], [-3.12, -2.91, -1.71], [-3.83, -0.69, -0.67], [2.51, -1.30, -0.72], [-1.84, -1.43, 1.30], [-1.82, -3.89, 0.99], [-3.77, -2.97, 0.43], [-3.11, -4.80, -0.57], [-2.16, -0.49, -2.06], [2.40, -0.01, -2.88], [4.65, -0.37, -2.99], [-1.78, 2.95, 3.39], [-1.76, -1.64, -0.04], [-2.47, 2.10, 3.70], [2.43, 0.05, -0.43], [-2.48, -0.48, -0.74], [0.62, 1.15, -1.88], [4.15, -0.50, 1.30], [3.64, 0.18, -3.35], [-3.35, 1.00, 4.10], [0.05, 1.99, -0.73], [-2.20, 0.90, -0.15], [3.73, 0.49, 0.21], [2.09, 0.81, -1.73], [-0.79, 1.25, 0.31], [-4.27, 1.02, 3.52], [0.09, 0.22, -2.05], [0.89, 2.43, -0.19], [-3.60, 1.08, 5.15], [-2.86, 0.04, 3.93], [3.25, -0.80, 1.84], [4.57, -1.40, 0.88], [2.69, 1.71, -1.80], [1.65, 0.13, 0.31], [0.54, 1.71, -2.80], [-0.91, 1.96, 1.11], [-0.25, 0.43, 0.74], [3.56, 1.44, 0.72], [-0.53, 2.82, -1.12], [-2.87, 0.99, 0.70], [4.52, 0.63, -0.51], [4.81, -0.04, 2.03], [-2.58, 1.59, -0.89]],
  "lowdin_charge": [0.756, 0.752, 0.125, -0.121, -0.113, 0.096, 0.017, 0.109, -0.128, -0.119, -0.106, 0.109, -0.063, 0.083, 0.138, -0.403, -0.279, -0.288, -0.459, -0.119, -0.081, -0.885, -0.066, -0.155, -0.054, -0.180, -0.247, -0.177, 0.084, 0.111, 0.116, 0.084, 0.079, 0.075, 0.075, 0.147, 0.126, 0.123, 0.084, 0.090, 0.118, 0.114, 0.117, 0.108, 0.071, 0.137],
  "smiles": "CC[C@H](F)[C@H](CCCCC(F)(F)C(F)(F)S(F)(F)(F)(F)F)OC(=O)Br.CC#N",
  "total_charge": 0,
  "e_lumo_ev": 0.34,
  "e_above_lowest_kcal_mol": 0.0,
  "gap_ev": 10.85
}

***

Record 3
{
  "formula": "C3H3NO3",
  "method": "ωB97M-V with the def2-TZVPD basis set",
  "elements": ["O", "O", "O", "N", "C", "C", "C", "H", "H", "H"],
  "positions_angstrom": [[1.19, -1.34, 0.88], [-2.37, -0.61, 0.57], [0.90, 0.55, -0.33], [-1.07, 0.68, -1.53], [-1.27, -0.15, 0.72], [1.63, -0.37, 0.35], [-0.48, 0.36, -0.47], [-0.41, 1.01, -2.24], [-0.81, -0.05, 1.72], [2.69, -0.08, 0.33]],
  "lowdin_charge": [0.102, 0.100, 0.045, 0.222, -0.188, -0.302, -0.345, 0.086, 0.128, 0.152],
  "smiles": "[H]/N=C(/C=O)OC=O",
  "total_charge": 0,
  "e_lumo_ev": -0.22,
  "e_above_lowest_kcal_mol": 39.6,
  "gap_ev": 10.36
}

***

Record 4
{
  "formula": "C13H17N3O4S",
  "method": "ωB97M-V with the def2-TZVPD basis set",
  "elements": ["S", "O", "O", "O", "O", "N", "N", "N", "C", "C", "C", "C", "C", "C", "C", "C", "C", "C", "C", "C", "C", "H", "H", "H", "H", "H", "H", "H", "H", "H", "H", "H", "H", "H", "H", "H", "H", "H"],
  "positions_angstrom": [[0.01, 0.46, 2.27], [2.24, 1.11, 3.88], [-1.83, 4.53, 0.33], [2.32, 3.31, 3.70], [-2.70, 2.64, -0.34], [0.76, -1.15, -0.90], [-1.91, 3.29, 0.40], [1.79, 2.21, 3.44], [-1.41, -0.05, -0.55], [-2.82, -0.49, -0.94], [0.63, 2.08, 2.62], [1.59, -2.35, -0.96], [3.03, -1.85, -1.07], [-1.12, 2.52, 1.29], [2.98, -0.31, -1.05], [-1.17, 1.06, 1.13], [-2.77, -2.05, -1.04], [1.50, 0.09, -0.96], [-0.11, 3.11, 2.06], [-1.28, -2.48, -0.91], [-0.56, -1.18, -0.79], [-3.23, -2.45, -1.96], [1.20, 0.69, -1.84], [1.47, -2.97, -0.05], [1.31, 0.70, -0.06], [3.64, -2.23, -0.24], [-2.19, 0.61, 1.22], [1.33, -3.00, -1.81], [-1.10, 0.97, -0.80], [-1.12, -3.06, 0.01], [-1.01, -3.13, -1.76], [-3.35, -2.47, -0.21], [0.15, 4.15, 2.14], [-3.55, -0.14, -0.20], [3.52, 0.08, -0.17], [-3.16, -0.14, -1.93], [3.44, 0.13, -1.95], [3.49, -2.22, -2.00]],
  "lowdin_charge": [1.080, -0.019, 0.042, 0.049, 0.016, -0.051, -0.341, -0.386, -0.145, -0.153, -0.439, -0.134, -0.147, -0.242, -0.139, -0.375, -0.151, -0.134, 0.031, -0.105, -0.217, 0.108, 0.138, 0.131, 0.091, 0.112, 0.103, 0.122, 0.109, 0.125, 0.126, 0.103, 0.137, 0.103, 0.116, 0.119, 0.111, 0.110],
  "total_charge": 0,
  "e_lumo_ev": -0.98,
  "e_above_lowest_kcal_mol": 231.6,
  "gap_ev": 6.48
}

***

Record 5
{
  "formula": "C5H8N",
  "method": "ωB97M-V with the def2-TZVPD basis set",
  "elements": ["N", "C", "C", "C", "C", "C", "H", "H", "H", "H", "H", "H", "H", "H"],
  "positions_angstrom": [[0.26, 0.08, 0.90], [0.04, 0.50, -0.83], [-1.02, 0.22, -1.77], [1.33, 0.83, -0.80], [-0.52, -0.65, 1.95], [1.55, 0.33, 0.57], [-0.87, -1.58, 1.51], [2.03, 1.07, -1.60], [-0.57, -0.42, -2.65], [-1.60, 1.00, -2.11], [0.12, -0.99, 2.81], [-1.81, -0.54, -1.38], [-1.29, 0.08, 2.16], [2.35, 0.06, 1.24]],
  "lowdin_charge": [0.005, -0.045, -0.015, 0.021, 0.008, 0.076, 0.095, 0.138, 0.155, 0.064, 0.117, 0.139, 0.096, 0.147],
  "smiles": "CC1=CC=[N+]1C",
  "total_charge": 1,
  "e_lumo_ev": -5.59,
  "e_above_lowest_kcal_mol": 98.2,
  "gap_ev": 8.79
}

***

Record 6
{
  "formula": "C9H15FN4",
  "method": "ωB97M-V with the def2-TZVPD basis set",
  "elements": ["F", "N", "N", "N", "N", "C", "C", "C", "C", "C", "C", "C", "C", "C", "H", "H", "H", "H", "H", "H", "H", "H", "H", "H", "H", "H", "H", "H", "H"],
  "positions_angstrom": [[4.46, -2.34, 2.14], [2.52, -3.35, 1.31], [1.99, -0.82, 0.15], [3.10, -0.96, 0.83], [1.41, -3.21, 0.63], [-0.88, 1.73, 1.59], [-0.03, -1.06, -2.09], [-0.20, -1.77, -0.67], [1.20, -1.95, 0.11], [-0.27, 1.94, 0.13], [-2.48, 1.69, 1.66], [-1.06, 1.22, -1.05], [-0.01, 0.54, -2.05], [3.28, -2.20, 1.37], [-0.88, -1.25, 0.06], [-2.85, 0.65, 1.36], [-0.47, 0.76, 2.03], [-1.86, 0.49, -0.70], [-1.61, 2.03, -1.64], [-0.31, 0.89, -3.11], [-0.52, 2.61, 2.23], [0.97, -1.38, -2.54], [-2.78, 1.89, 2.74], [-2.88, 2.51, 0.99], [-0.16, 3.06, -0.11], [0.81, 1.54, 0.17], [-0.67, -2.79, -0.88], [-0.84, -1.43, -2.79], [1.03, 0.98, -1.89]],
  "lowdin_charge": [0.023, 0.106, 0.104, 0.117, 0.091, -0.265, -0.200, -0.125, -0.251, -0.224, -0.136, -0.212, -0.220, -0.278, 0.099, 0.071, 0.094, 0.093, 0.109, 0.107, 0.106, 0.116, 0.071, 0.078, 0.112, 0.084, 0.117, 0.109, 0.103],
  "smiles": "CCCCCCCc1nnc(F)nn1",
  "total_charge": 0,
  "e_lumo_ev": -1.31,
  "e_above_lowest_kcal_mol": 46.1,
  "gap_ev": 8.99
}